C3H8O3 | ωB97M-V with the def2-TZVPD basis set

Molar mass, u: 92.1
Kohn-Sham gap, hartree: 0.4017
Energy relative to the best compared isomer or geometry (same formula, charge and spin), kJ/mol: 116.5
SMILES: OCC(O)CO

Geometry (Å):
1 O 1.434 1.639 -0.103
2 O -0.960 1.084 0.433
3 O -0.895 -1.548 1.150
4 C 1.139 0.259 -0.213
5 C -0.995 -1.214 -0.214
6 C -0.374 0.170 -0.478
7 H -0.286 1.773 0.481
8 H -0.600 0.447 -1.522
9 H 2.178 1.795 0.491
10 H -0.494 -2.007 -0.786
11 H -2.051 -1.203 -0.542
12 H 1.325 -0.283 0.725
13 H 1.723 -0.183 -1.027
14 H -1.144 -0.730 1.606



C3H8O3 | ωB97M-V with the def2-TZVPD basis set

Molar mass, u: 92.1
Kohn-Sham gap, hartree: 0.3765
Energy relative to the best compared isomer or geometry (same formula, charge and spin), kJ/mol: 217.6
SMILES: O=CO.CCO

Geometry (Å):
1 O -0.062 2.038 -2.937
2 O -0.773 0.731 2.098
3 O 0.356 -0.240 -2.161
4 C -0.257 -0.140 1.110
5 C -0.343 -1.554 1.615
6 C 0.518 0.772 -2.890
7 H -0.795 0.147 0.178
8 H -0.673 -2.304 0.876
9 H 0.668 2.725 -2.767
10 H 1.376 0.673 -3.548
11 H 0.874 0.097 0.864
12 H 0.593 -1.900 2.113
13 H -1.069 -1.503 2.446
14 H -0.413 0.458 3.003



C3H8O3 | ωB97M-V with the def2-TZVPD basis set

Molar mass, u: 92.1
Kohn-Sham gap, hartree: 0.1769
Energy relative to the best compared isomer or geometry (same formula, charge and spin), kJ/mol: 752.2

Geometry (Å):
1 O -1.283 -0.907 -0.923
2 O -1.687 1.451 -1.286
3 O 2.109 0.558 0.878
4 C 1.592 -0.455 1.311
5 C -0.071 -0.410 -0.531
6 C 0.504 -1.100 0.604
7 H 0.578 -0.248 -1.391
8 H -2.002 1.714 -2.161
9 H -2.206 2.214 2.415
10 H -0.159 0.692 -0.215
11 H 2.110 -0.946 2.157
12 H -1.855 -0.261 -1.420
13 H -1.630 1.922 2.048
14 H -0.022 -1.993 0.911



C3H8O3S | ωB97M-V with the def2-TZVPD basis set

Molar mass, u: 124.2
Kohn-Sham gap, hartree: 0.3785
Energy relative to the best compared isomer or geometry (same formula, charge and spin), kJ/mol: 122.0
SMILES: O=COCCS.O

Geometry (Å):
1 S 1.453 -0.567 -0.602
2 O -2.574 0.013 -0.089
3 O 4.546 0.462 -0.143
4 O -3.901 0.615 1.546
5 C -1.305 -0.633 -0.411
6 C -0.135 0.265 -0.215
7 C -2.986 -0.033 1.177
8 H -0.188 1.116 -0.921
9 H -1.427 -0.972 -1.458
10 H -1.210 -1.534 0.225
11 H 4.502 -0.150 -0.912
12 H -0.078 0.681 0.809
13 H -2.423 -0.733 1.826
14 H 2.081 0.619 -0.745
15 H 3.643 0.851 -0.085



C3H8O3S | ωB97M-V with the def2-TZVPD basis set

Molar mass, u: 124.2
Kohn-Sham gap, hartree: 0.3530
Energy relative to the best compared isomer or geometry (same formula, charge and spin), kJ/mol: 194.5

Geometry (Å):
1 S -0.693 1.747 1.089
2 O -0.139 -1.964 -0.293
3 O -1.110 -0.088 -1.395
4 O -1.850 -1.071 0.561
5 C -0.805 -0.815 -0.214
6 C 0.417 0.375 0.693
7 C 1.452 0.598 -0.388
8 H -0.609 -0.374 -2.229
9 H 2.243 1.201 0.050
10 H -2.265 -0.212 0.576
11 H 0.952 1.081 -1.219
12 H 0.772 -0.131 1.531
13 H 0.235 2.556 1.565
14 H -0.483 -2.531 0.357
15 H 1.881 -0.372 -0.684



C3H8O3S | ωB97M-V with the def2-TZVPD basis set

Molar mass, u: 124.2
Kohn-Sham gap, hartree: 0.4232
Energy relative to the best compared isomer or geometry (same formula, charge and spin), kJ/mol: 121.9
SMILES: CCOS(C)(=O)=O

Geometry (Å):
1 S 0.678 -0.408 -1.254
2 O -0.137 -0.091 0.092
3 O 0.938 0.820 -2.004
4 O 1.822 -1.201 -0.955
5 C -0.567 1.067 2.196
6 C -0.566 -1.459 -2.028
7 C 0.447 0.858 1.049
8 H -0.596 -2.447 -1.447
9 H -1.378 1.728 1.884
10 H 1.296 0.303 1.485
11 H -1.537 -0.998 -2.025
12 H -0.935 0.111 2.607
13 H -0.310 -1.651 -3.076
14 H 0.804 1.771 0.501
15 H 0.041 1.596 2.974



C3H8O3V | ωB97M-V with the def2-TZVPD basis set

Molar mass, u: 143.0
Kohn-Sham gap (alpha / beta), hartree: 0.2902 / 0.2890
Expectation value of S²: 3.7726
2S+1: 4
Energy relative to the best compared isomer or geometry (same formula, charge and spin), kJ/mol: 118.7

Geometry (Å):
1 V -0.323 -5.563 3.544
2 O -2.004 -3.361 3.142
3 O 0.356 -4.961 1.948
4 O -3.611 -2.605 5.797
5 C -0.829 -2.867 2.532
6 C -1.787 -4.301 4.234
7 C -0.210 -3.781 1.472
8 H -0.997 -3.991 0.716
9 H -3.247 -2.580 4.886
10 H -2.905 -2.374 6.406
11 H 0.554 -3.164 0.953
12 H -1.430 -3.629 5.048
13 H -2.799 -4.737 4.318
14 H -0.078 -2.634 3.311
15 H -1.107 -1.915 2.051



C3H8O4 | ωB97M-V with the def2-TZVPD basis set

Molar mass, u: 108.1
Kohn-Sham gap, hartree: 0.4187
Energy relative to the best compared isomer or geometry (same formula, charge and spin), kJ/mol: 175.4
SMILES: C1OCOCO1.O

Geometry (Å):
1 O -1.415 1.038 0.671
2 O -0.649 -0.921 1.641
3 O 1.286 -0.101 -3.071
4 O -0.135 -0.503 -0.542
5 C 0.343 -1.013 0.615
6 C -0.451 0.867 -0.365
7 C -0.935 0.403 1.842
8 H 0.611 -2.068 0.412
9 H -0.059 0.934 2.261
10 H 1.256 -0.496 0.968
11 H -1.717 0.374 2.625
12 H 1.913 -0.702 -2.607
13 H 0.419 1.501 -0.109
14 H -0.886 1.256 -1.306
15 H 0.422 -0.570 -3.036